77
Properties=species:S:1:pos:R:3:forces:R:3:mulliken_spin:R:1 method="wB97M-V/def2-TZVPD" total_charge=-2 lumo_ev="4.0 / 3.8" homo_ev="-1.067 / -1.819" e_above_lowest_kcal_mol=0.0 homo_lumo_gap_ev="5.03 / 5.66" multiplicity=3 s_squared=2.045
Ti 1.78202 -0.19791 -0.22849 0.6 0.0 0.2 0.018
Br 4.02771 8.59588 -1.86221 0.0 0.0 0.0 0.004
C 2.42450 7.91096 -1.08075 0.0 0.0 0.0 0.101
C 1.19361 8.30441 -1.58844 0.0 0.0 0.0 -0.039
C 0.03728 7.81942 -1.01426 0.0 0.0 0.0 0.079
C 0.05944 6.91989 0.07680 0.0 0.0 0.1 -0.026
C 1.33555 6.53834 0.55788 0.0 0.0 0.0 0.123
C 2.49594 7.03240 -0.01158 0.0 0.0 0.0 -0.053
N -1.15278 6.58358 0.61966 0.0 0.0 0.0 0.259
N -1.27490 5.59870 1.49609 0.0 0.0 0.0 0.349
C -0.59026 4.41163 1.40089 0.0 0.0 0.0 -0.039
C -0.37269 3.70382 2.58527 0.0 0.0 0.0 0.126
C 0.23982 2.44635 2.63043 0.0 0.0 0.0 -0.069
C 0.64844 1.82571 1.47291 -0.1 -0.1 0.0 0.122
O 1.15447 0.58803 1.39045 0.1 0.0 -0.1 0.014
C 0.42052 2.48017 0.24856 -0.1 0.0 0.0 0.005
N 0.77949 1.74570 -0.84769 -0.1 0.0 0.0 0.024
C 0.52465 2.23874 -2.03966 0.0 0.0 0.0 -0.025
C -0.13099 3.46290 -2.21857 0.0 0.0 0.0 0.040
C -0.49606 4.21106 -1.12394 0.0 0.0 -0.1 -0.018
C -0.20716 3.74761 0.17145 0.0 0.0 0.0 -0.001
H 1.14544 8.99033 -2.42480 0.0 0.0 0.0 0.000
H -0.93105 8.13289 -1.38618 0.0 0.0 0.0 0.005
H 1.41147 5.86044 1.39593 0.0 0.0 0.0 0.014
H 3.45874 6.72491 0.37563 0.0 0.0 0.0 -0.002
H -0.69654 4.17699 3.50394 0.0 0.0 0.0 0.014
H 0.38597 1.94004 3.57752 0.0 0.0 0.0 -0.002
H 0.85273 1.63964 -2.87972 0.0 0.0 0.0 0.001
H -0.33688 3.81158 -3.22130 0.0 0.0 0.0 0.005
H -1.01794 5.14877 -1.25206 0.0 0.0 0.0 -0.010
Se 3.27584 -1.64449 1.49105 0.0 0.0 0.0 0.355
Se 5.21631 -2.39315 0.63429 -0.1 0.0 0.0 0.613
Se 3.91586 1.02356 -0.82971 -0.1 -0.1 0.0 0.006
Se 2.82723 -0.25171 -2.47744 0.0 0.0 0.0 -0.002
C -2.51097 0.40456 0.74175 0.0 0.0 0.0 0.005
O -2.07726 0.57023 -0.59768 -0.1 0.1 -0.1 0.000
H -3.47481 0.89384 0.92095 0.0 0.0 0.0 0.000
H -1.77917 0.79041 1.45605 0.0 0.0 0.0 -0.002
H -2.62805 -0.66796 0.90083 0.0 0.0 0.0 0.001
H -1.87684 1.50015 -0.74916 0.1 0.0 0.1 0.000
C 0.21438 -5.75769 -1.40554 0.0 0.0 0.0 0.000
C 0.94014 -4.40847 -1.37822 0.0 0.0 0.0 -0.012
C 2.40412 -4.59426 -0.96866 0.0 0.0 0.0 0.023
C 0.89801 -3.80971 -2.79176 0.0 0.0 0.0 -0.001
Si 0.08952 -3.15511 -0.24097 0.0 0.0 0.0 -0.050
O 0.68008 -1.66723 -0.48784 -0.1 0.1 0.0 0.006
C 0.17798 -3.55445 1.59711 0.0 0.0 0.0 0.033
C 0.43949 -4.80573 2.15387 0.0 0.0 0.0 0.012
C 0.45619 -4.99498 3.53064 0.0 0.0 0.0 0.003
C 0.20867 -3.92774 4.38053 0.0 0.0 0.0 0.000
C -0.05032 -2.67194 3.84764 0.0 0.0 0.0 -0.001
C -0.06485 -2.49068 2.47350 0.0 0.0 0.0 -0.004
C -1.74706 -3.14685 -0.67147 0.0 0.0 0.0 -0.001
C -2.64941 -4.00968 -0.04312 0.0 0.0 0.0 0.000
C -3.99569 -4.01550 -0.38094 0.0 0.0 0.0 0.000
C -4.46715 -3.14423 -1.35484 0.0 0.0 0.0 0.000
C -3.58971 -2.27071 -1.98131 0.0 0.0 0.0 0.000
C -2.24301 -2.27495 -1.64219 0.0 0.0 0.0 0.001
H 0.71728 -6.42945 -2.11267 0.0 0.0 0.0 0.000
H -0.82418 -5.64939 -1.72781 0.0 0.0 0.0 0.000
H 0.21147 -6.25432 -0.43284 0.0 0.0 0.0 0.000
H 2.89154 -5.31480 -1.63830 0.0 0.0 0.0 -0.009
H 2.50951 -4.96046 0.05533 0.0 0.0 0.0 0.010
H 2.95726 -3.65512 -1.03354 0.0 0.0 0.0 0.000
H 1.39438 -4.48995 -3.49537 0.0 0.0 0.0 0.000
H 1.41731 -2.85028 -2.82885 0.0 0.0 0.0 0.001
H -0.12904 -3.66198 -3.13861 0.0 0.0 0.0 0.000
H 0.65681 -5.65072 1.51205 0.0 0.0 0.0 0.001
H 0.67684 -5.97446 3.93924 0.0 0.0 0.0 0.000
H 0.23339 -4.06976 5.45463 0.0 0.0 0.0 0.000
H -0.22100 -1.82680 4.50351 0.0 0.0 0.0 0.001
H -0.23061 -1.49497 2.07495 0.0 0.0 0.0 -0.005
H -2.29278 -4.67832 0.73449 0.0 0.0 0.0 -0.001
H -4.68037 -4.68880 0.12229 0.0 0.0 0.0 0.000
H -5.51975 -3.13643 -1.61391 0.0 0.0 0.0 0.000
H -3.95714 -1.56999 -2.72127 0.0 0.0 0.0 0.000
H -1.57096 -1.56249 -2.10443 0.0 0.0 0.0 0.001


71
Properties=species:S:1:pos:R:3:forces:R:3:mulliken_charge:R:1 method="wB97M-V/def2-TZVPD" total_charge=+1 lumo_ev="-3.7 / -3.7" homo_ev="-10.377 / -10.377" e_above_lowest_kcal_mol=10.7 homo_lumo_gap_ev="6.70 / 6.70" multiplicity=1
Ir -0.75312 -0.56685 -0.82189 -0.1 0.2 -0.4 1.904
C 2.23258 0.55939 0.07811 0.0 0.0 0.0 -1.268
O 0.80140 0.71140 0.04708 0.1 -0.1 0.1 -0.388
C 0.33112 2.03081 0.04288 -0.1 -0.1 0.0 1.100
C 1.13969 3.14440 -0.01494 0.0 0.1 0.0 -0.837
C 0.53914 4.40096 0.02889 0.1 0.0 0.0 -0.864
C -0.83360 4.53660 0.13805 0.0 0.0 0.0 -0.756
C -1.63886 3.40878 0.20364 0.0 0.0 0.0 -0.580
C -1.04911 2.16123 0.14689 0.0 0.2 -0.1 0.392
N -1.75550 0.93104 0.18945 0.0 -0.1 0.0 0.906
N -2.73566 0.86749 0.96862 0.0 0.0 0.0 -0.954
C -3.26242 -0.35023 1.30126 0.1 -0.1 0.0 -0.049
C -2.46787 -1.52422 1.32969 0.2 0.0 0.0 1.081
O -1.26746 -1.64471 0.82719 -0.2 -0.1 0.2 -0.481
C -2.98533 -2.66211 2.02053 0.0 -0.1 0.0 -1.165
C -4.21819 -2.64805 2.58268 0.1 0.0 0.0 -0.881
C -5.05476 -1.49342 2.54241 0.0 0.1 0.0 0.755
C -6.33306 -1.49359 3.13198 0.0 0.0 0.0 -0.891
C -7.10873 -0.36419 3.11035 0.0 0.0 0.0 -0.572
C -6.62277 0.79862 2.49499 0.0 0.0 0.0 -0.709
C -5.38313 0.81935 1.90398 0.0 0.0 0.0 -0.560
C -4.57048 -0.32812 1.91888 -0.1 0.0 0.1 0.468
H 2.61499 1.07046 0.96023 0.0 0.0 0.0 0.506
H 2.67046 0.97361 -0.82930 0.0 0.0 0.0 0.460
H 2.43463 -0.50163 0.15561 0.0 -0.1 0.0 0.323
H 2.21309 3.07140 -0.09543 0.0 0.0 0.0 0.466
H 1.16603 5.27999 -0.02834 0.0 0.0 0.0 0.431
H -1.28087 5.52016 0.16112 0.0 0.0 0.0 0.429
H -2.71414 3.48347 0.28662 0.0 0.0 0.0 0.475
H -2.34876 -3.53569 2.06101 0.0 0.0 0.0 0.510
H -4.59071 -3.53496 3.08149 0.0 0.0 0.0 0.401
H -6.68989 -2.39922 3.60665 0.0 0.0 0.0 0.413
H -8.08932 -0.36498 3.56589 0.0 0.0 0.0 0.404
H -7.23376 1.69152 2.48294 0.0 0.0 0.0 0.414
H -5.02330 1.72088 1.42846 0.0 0.0 0.0 0.482
C 1.97912 -1.56737 -2.77929 0.0 -0.1 0.1 -1.676
P 0.60817 -2.25032 -1.79340 0.1 0.1 0.1 1.646
C 1.46101 -3.31314 -0.58602 0.0 0.2 0.2 0.292
C 2.19866 -4.41366 -1.02384 0.1 0.0 -0.1 -0.517
C 2.93656 -5.16636 -0.12572 0.0 0.0 -0.1 -0.825
C 2.95407 -4.82648 1.22005 0.0 0.0 0.0 -0.537
C 2.22502 -3.73515 1.66634 0.0 -0.1 0.0 -1.056
C 1.47793 -2.98411 0.76920 -0.1 -0.1 0.0 -0.017
C -0.16181 -3.41684 -2.93954 0.0 -0.1 0.0 -0.067
C -0.32600 -3.06891 -4.27680 0.0 0.0 -0.1 -0.478
C -0.98505 -3.93168 -5.13958 0.1 0.1 0.0 -0.741
C -1.48751 -5.13731 -4.67321 0.0 0.0 0.0 -0.602
C -1.32440 -5.48996 -3.33891 0.0 0.0 -0.1 -0.640
C -0.66193 -4.63370 -2.47385 0.0 0.0 0.1 -0.636
H 2.53347 -2.39695 -3.21878 0.0 0.0 0.0 0.491
H 2.65268 -1.01258 -2.13146 0.0 0.1 0.0 0.368
H 1.62576 -0.90565 -3.56732 0.0 0.0 0.0 0.353
H 2.19865 -4.68749 -2.07259 0.0 0.0 0.0 0.439
H 3.50054 -6.01934 -0.47854 0.0 0.0 0.0 0.437
H 3.53103 -5.41636 1.91977 0.0 0.0 0.0 0.416
H 2.22564 -3.47350 2.71633 0.0 0.0 0.0 0.454
H 0.87072 -2.17332 1.14191 0.0 0.1 0.0 0.435
H 0.03487 -2.11907 -4.65369 0.0 0.0 0.0 0.356
H -1.10771 -3.65621 -6.17839 0.0 0.0 0.0 0.454
H -1.99877 -5.80862 -5.35029 0.0 0.0 0.0 0.418
H -1.70188 -6.43714 -2.97669 0.0 0.0 0.0 0.430
H -0.52297 -4.91822 -1.43696 0.0 0.0 0.0 0.498
N -2.71059 -2.15717 -2.61795 -0.2 0.1 0.0 -0.591
N -2.56463 -1.09748 -1.66435 0.0 0.0 0.1 -0.531
H -3.69335 -2.22552 -2.86667 0.0 0.0 0.0 0.321
H -2.43032 -3.02716 -2.17870 0.0 0.0 0.0 0.151
H -3.23169 -1.18811 -0.89378 0.0 0.0 0.0 0.444
H -2.79525 -0.24367 -2.17202 0.0 0.0 0.0 0.489
S 0.62501 1.43077 -4.87712 0.0 0.0 0.0 -0.362
C 0.02258 0.93803 -3.47756 -0.1 0.1 0.0 0.441
N -0.41981 0.57622 -2.45020 0.0 -0.1 0.1 -0.418


20
Properties=species:S:1:pos:R:3:forces:R:3:nbo_charge:R:1 method="wB97M-V/def2-TZVPD" total_charge=-1 lumo_ev="2.1 / 0.9" homo_ev="-4.199 / -4.195" e_above_lowest_kcal_mol=36.0 homo_lumo_gap_ev="6.27 / 5.05" multiplicity=1
C 2.72402 -0.90827 0.95271 -0.3 2.1 0.1 -0.735
C -0.12971 -2.20131 0.72790 1.6 2.5 -1.1 -0.342
C 0.82557 0.54286 -0.14864 1.0 2.0 0.7 -0.155
C 1.40161 -0.56444 0.37997 -3.4 -4.1 0.5 0.210
N -0.93126 1.94639 -1.11287 2.0 -1.2 -0.6 -0.599
N -0.41473 0.74694 -0.59109 -0.1 -0.1 -0.5 -0.214
O -2.22223 -0.94316 -0.79113 -1.5 -0.6 -1.0 -1.023
O -3.51568 0.93000 -1.69087 -0.1 -1.0 0.2 -0.982
S -3.59782 -0.43776 -1.10905 0.8 0.9 -0.2 1.510
I 3.83923 3.10089 0.80892 -0.2 -0.2 -0.1 -0.966
I -4.27295 -0.00759 1.31237 -0.4 0.1 0.4 -0.347
H 3.07099 0.06405 1.44801 0.5 -1.0 -1.2 0.287
H 3.39937 -1.41822 0.22299 -0.4 0.8 0.7 0.245
H 2.53802 -1.51987 1.80217 0.0 -1.0 0.5 0.229
H -0.14572 -2.64862 1.74382 0.1 0.5 -0.9 0.157
H -0.95119 -2.06360 -0.03155 1.1 -0.7 1.5 0.195
H 1.46354 1.42061 0.01639 0.0 0.3 -0.6 0.269
H -0.13029 2.31746 -1.72240 -2.1 -0.2 0.9 0.387
H -1.90010 1.73815 -1.53594 1.6 0.3 0.4 0.438
H -1.05069 -0.09453 -0.68171 -0.2 0.6 0.3 0.436


33
Properties=species:S:1:pos:R:3:forces:R:3:nbo_charge:R:1 method="wB97M-V/def2-TZVPD" total_charge=0 lumo_ev=-0.3 smiles=O.O.O.O.O.O.O.O.O.O.O homo_ev=-10.893 e_above_lowest_kcal_mol=114.5 homo_lumo_gap_ev=10.64 multiplicity=1
O 0.05065 -0.87658 -4.14787 2.3 1.9 1.0 -0.942
H 0.81131 -0.25030 -3.82366 -2.3 -1.7 -0.8 0.471
H 0.50726 -1.38519 -4.82381 -0.1 -0.2 -0.1 0.471
O 1.85334 4.17461 -1.61105 -2.8 2.5 -1.7 -0.950
H 1.53457 4.84243 -0.98142 0.6 -0.7 -0.1 0.478
H 2.45523 3.59903 -1.25385 2.2 -1.8 1.8 0.472
O 2.56622 0.46418 1.46971 -0.3 0.1 -0.6 -0.923
H 1.92235 0.68120 0.78062 -0.1 0.3 0.4 0.468
H 2.72872 -0.44827 1.23134 0.1 -0.5 0.3 0.453
O -4.28021 0.78476 1.66436 -3.4 0.3 5.6 -0.938
H -4.88875 1.41420 2.32189 2.4 -2.6 -2.7 0.466
H -4.04837 1.36671 1.01072 1.0 2.3 -2.9 0.472
O -3.18927 -2.51810 -3.17011 -5.2 -5.2 0.7 -0.899
H -2.75861 -2.37178 -3.92389 2.3 0.0 -5.7 0.449
H -2.78190 -1.89208 -2.73900 3.0 5.2 5.0 0.450
O -0.57607 -0.06001 1.57671 -3.6 -0.6 3.6 -0.995
H -1.24824 -0.61569 2.24391 2.8 1.6 -2.4 0.503
H -0.91565 0.79188 1.95223 0.8 -0.5 -0.7 0.485
O -2.07179 -0.23286 4.06298 -0.9 -0.4 1.3 -0.959
H -2.09074 -0.33977 5.04526 0.4 0.2 -1.1 0.484
H -2.98158 -0.49558 3.84196 0.3 0.2 -0.3 0.483
O 3.58390 -3.08813 -0.11641 1.6 -4.3 -2.3 -0.932
H 3.24091 -3.76802 -0.82458 1.3 1.8 2.1 0.475
H 2.89128 -2.50811 -0.13453 -3.0 2.6 0.1 0.457
O -3.01184 3.10826 -1.10859 1.8 -0.9 -2.7 -0.938
H -2.46972 3.63369 -0.53748 0.3 0.6 0.8 0.462
H -2.33342 2.95627 -1.87670 -2.1 0.2 1.9 0.476
O 5.41974 -0.15979 1.53108 0.0 -0.1 0.6 -0.921
H 4.92329 -0.15875 2.35890 0.3 0.4 0.2 0.465
H 4.79097 -0.62376 0.98677 0.0 -0.3 -0.8 0.457
O -0.16810 -1.82663 -0.25572 1.8 -1.1 -4.7 -0.930
H -0.22646 -0.92925 -0.57254 0.1 0.4 -0.8 0.461
H -0.47499 -1.65659 0.55726 -1.7 0.4 4.9 0.466


105
Properties=species:S:1:pos:R:3:forces:R:3:mulliken_spin:R:1 method="wB97M-V/def2-TZVPD" total_charge=+2 lumo_ev="-7.1 / -8.1" homo_ev="-13.033 / -13.130" e_above_lowest_kcal_mol=28.8 homo_lumo_gap_ev="5.95 / 5.07" multiplicity=6 s_squared=8.816
Mn 1.12414 0.30563 -1.12088 -1.1 0.1 1.1 4.007
C 1.39493 7.67208 -1.28624 0.0 0.0 -0.1 0.001
C 0.84515 7.17022 0.05625 0.0 -0.1 0.0 0.001
C -0.42760 7.95001 0.38627 0.0 0.0 0.0 0.000
C 1.88254 7.42699 1.16027 0.0 0.0 0.0 0.000
C 0.58021 5.66419 -0.03226 -0.1 0.2 0.1 0.008
C 1.58756 4.80543 -0.45010 0.2 -0.1 0.0 -0.001
C 1.27639 3.47436 -0.51362 0.4 -0.2 -0.2 -0.008
Br 2.62746 2.23587 -1.09638 0.2 0.1 -0.1 -0.015
C 0.06390 2.86877 -0.22735 0.0 -1.0 -0.1 0.038
O -0.07008 1.50658 -0.44227 0.0 0.7 0.0 0.044
C -0.93435 3.70956 0.25384 -0.5 0.2 0.2 0.007
C -0.62979 5.07899 0.31141 -0.2 0.0 0.1 -0.007
C -2.34800 3.29813 0.72436 0.2 0.0 -0.1 -0.007
C -2.57002 1.78766 0.75382 0.0 -0.1 0.0 0.011
C -3.38619 3.90934 -0.22954 0.0 0.1 0.0 0.001
C -2.57348 3.82590 2.15001 0.0 0.0 0.0 0.002
H 1.50595 8.75771 -1.25589 0.0 0.0 0.0 0.000
H 0.71712 7.42382 -2.10727 0.0 0.0 0.0 0.000
H 2.37795 7.24877 -1.51090 -0.1 0.0 0.0 0.000
H -0.20283 9.01789 0.38244 0.0 0.0 0.0 0.000
H -0.81348 7.70230 1.37939 0.0 0.0 -0.1 0.000
H -1.21544 7.77476 -0.35215 0.1 0.0 0.0 0.000
H 2.09242 8.49713 1.23448 0.0 -0.1 0.0 0.000
H 2.82605 6.91348 0.95166 -0.1 0.0 0.0 0.000
H 1.51314 7.08454 2.13067 0.0 0.0 -0.1 0.000
H 2.57977 5.16084 -0.70967 -0.1 0.0 0.0 0.000
H -1.41617 5.73267 0.66058 0.0 0.0 0.0 -0.001
H -2.51646 1.37224 -0.25178 0.0 0.0 0.0 -0.004
H -3.56609 1.58638 1.15727 0.0 0.0 0.0 0.001
H -1.83492 1.28232 1.38720 0.0 0.0 -0.1 -0.003
H -3.21416 3.57783 -1.25793 0.0 0.0 0.1 0.000
H -3.35732 5.00201 -0.21745 0.0 -0.1 0.0 0.000
H -4.39259 3.59912 0.06697 0.1 0.0 0.0 0.000
H -1.80502 3.45167 2.83285 -0.1 0.0 0.0 0.000
H -3.54778 3.48959 2.51328 0.1 0.0 0.0 0.000
H -2.56741 4.91639 2.19816 0.0 -0.1 0.0 0.000
Cl 3.76983 -3.51221 0.33123 0.1 0.1 -0.1 0.096
Ge 3.58015 -1.48587 0.97403 0.5 0.0 0.1 0.476
Cl 2.40457 -0.81556 -2.39799 0.7 -0.4 -0.7 0.045
Cl 3.97316 -1.49495 3.07007 -0.2 0.1 0.1 0.130
S 5.30933 -0.16025 0.08556 -0.1 -0.1 -0.2 0.114
C 6.51725 -1.31800 -0.41916 0.1 -0.1 0.0 0.012
N 7.07893 -1.13308 -1.64121 0.0 0.1 0.0 0.017
C 8.09070 -1.90036 -2.10075 -0.2 0.2 -0.1 -0.002
C 8.55314 -2.91127 -1.31464 0.1 -0.1 0.1 0.014
C 7.93166 -3.07423 -0.07804 -0.2 0.1 0.2 -0.008
N 6.94192 -2.29181 0.35813 0.1 -0.2 0.0 0.016
H 6.72056 -0.37771 -2.21276 0.0 0.0 -0.1 0.000
H 8.47401 -1.66870 -3.08520 0.0 0.0 0.0 0.000
H 9.35949 -3.55120 -1.64098 0.0 0.0 0.0 0.001
H 8.24879 -3.86061 0.59910 -0.1 0.0 0.0 -0.001
O 0.49928 -1.25535 -0.22161 -0.2 0.2 -0.2 -0.071
P -0.73226 -2.18373 0.08645 0.4 0.5 0.0 -0.043
C -2.14047 -1.51168 -0.82024 -0.1 -0.2 -0.2 0.074
C -1.94850 -1.43137 -2.34483 -0.3 0.0 0.2 0.037
C -2.99733 -0.49404 -2.97284 0.0 0.0 0.1 0.004
C -4.35533 -0.57044 -2.24823 0.1 -0.1 0.0 0.000
C -4.54041 -1.93003 -1.57784 0.1 0.1 -0.1 0.000
C -3.52234 -2.11704 -0.44407 0.0 0.2 0.0 -0.001
C -0.16322 -3.89371 -0.17565 -0.1 -0.2 -0.1 -0.002
C -1.25817 -4.99130 -0.19806 0.1 0.1 -0.2 -0.001
C -1.82151 -5.25212 -1.59959 0.1 0.0 0.1 -0.001
C -0.70783 -5.60826 -2.58125 0.0 0.1 0.1 0.001
C 0.29220 -4.46046 -2.68180 0.0 -0.1 0.1 -0.002
C 0.86665 -4.09286 -1.31533 -0.1 0.0 0.0 -0.018
C -1.06242 -1.89578 1.84599 0.1 -0.2 0.2 -0.027
C 0.27385 -1.83691 2.63031 -0.1 -0.1 0.0 0.077
C 0.00958 -1.93961 4.13013 -0.1 -0.1 0.0 0.015
C -0.57572 -3.32016 4.49519 0.0 0.1 -0.1 0.000
C -1.36676 -3.93988 3.33019 0.0 0.1 0.0 0.000
C -2.08105 -2.85131 2.52970 0.2 0.0 0.0 0.002
H -2.09690 -0.48873 -0.43381 -0.1 0.1 0.0 0.016
H -2.04915 -2.42381 -2.77641 0.0 -0.1 0.0 -0.001
H -0.94845 -1.08563 -2.59936 0.2 0.0 -0.1 -0.008
H -3.12468 -0.77638 -4.01895 0.0 0.0 0.0 0.000
H -2.62644 0.53398 -2.97009 0.0 0.0 0.0 0.000
H -5.16034 -0.38661 -2.95776 0.0 0.0 0.0 0.000
H -4.42725 0.21230 -1.48640 0.0 0.0 0.0 0.000
H -4.42967 -2.72684 -2.32374 0.0 0.1 0.1 0.000
H -5.54542 -2.02140 -1.16930 0.0 0.0 0.0 0.000
H -3.44650 -3.17363 -0.19783 0.0 -0.1 0.0 0.000
H -3.89114 -1.61230 0.45350 0.0 0.0 0.0 0.000
H 0.40412 -3.99703 0.75796 0.0 -0.1 0.0 -0.010
H -2.05508 -4.77388 0.51071 0.0 0.0 0.0 0.000
H -0.78644 -5.91476 0.15058 0.0 0.0 0.0 0.000
H -2.34663 -4.36850 -1.97445 -0.1 0.0 0.1 0.000
H -2.55683 -6.05572 -1.54260 0.0 0.0 0.0 0.000
H -1.12443 -5.83656 -3.56319 0.0 0.0 0.0 0.000
H -0.19423 -6.51149 -2.23185 0.0 0.0 0.0 0.000
H -0.18642 -3.59411 -3.13791 -0.1 0.1 -0.1 0.001
H 1.11942 -4.73529 -3.33906 0.0 0.0 0.0 -0.001
H 1.50547 -3.21650 -1.39644 0.0 0.0 0.0 0.006
H 1.50817 -4.91888 -0.99213 0.0 0.0 0.0 0.000
H -1.48066 -0.88346 1.82783 0.0 0.0 0.0 0.001
H 0.78989 -0.90736 2.39491 0.0 0.1 0.0 -0.005
H 0.93926 -2.66014 2.33686 0.0 0.0 0.0 -0.027
H -0.68200 -1.14218 4.41916 0.0 0.0 0.0 -0.001
H 0.93572 -1.76327 4.67850 0.0 0.0 0.0 0.001
H -1.23223 -3.21367 5.35984 0.0 0.0 0.0 0.000
H 0.22504 -3.99890 4.79426 0.0 0.0 0.0 0.000
H -2.09574 -4.65450 3.71345 0.0 0.0 0.0 0.000
H -0.69881 -4.50673 2.67177 0.0 0.0 0.0 0.000
H -2.69972 -2.26306 3.21103 0.0 0.0 0.0 0.000
H -2.76919 -3.28429 1.80746 0.0 0.0 0.0 -0.001